73
Properties=species:S:1:pos:R:3:forces:R:3 method="wB97M-V/def2-TZVPD" spin_multiplicity=6 s_squared=8.770 charge=0 e_homo_ev="-6.92 / -7.83" gap_ev="7.23 / 6.15"
Ir 0.201 -0.537 0.561 0.032 -0.582 0.578
C -2.751 -1.485 1.871 -0.108 0.076 0.109
C -3.044 -0.041 2.194 -0.083 -0.239 -0.042
C -4.369 0.383 2.178 0.021 -0.061 -0.056
C -4.710 1.689 2.484 0.020 -0.036 -0.027
C -3.704 2.574 2.821 0.083 0.041 0.067
C -2.365 2.188 2.858 -0.025 0.176 0.034
C -1.349 3.225 3.260 -0.033 -0.107 -0.104
C -2.026 0.863 2.530 0.349 -0.054 -0.002
N -0.658 0.457 2.439 -0.321 0.244 0.173
C 0.152 0.608 3.498 0.045 0.020 0.110
O -0.130 0.853 4.668 -0.155 0.030 -0.119
C 1.616 0.493 3.134 -0.110 -0.028 -0.145
C 2.639 0.619 4.055 0.083 0.033 0.017
C 3.947 0.529 3.596 0.029 0.003 -0.013
C 4.203 0.312 2.245 0.128 0.039 0.189
C 3.125 0.185 1.395 -0.151 0.049 -0.087
N 1.883 0.292 1.849 0.079 -0.060 0.058
C 3.260 -0.116 -0.077 0.046 -0.108 0.065
O 4.381 -0.162 -0.574 -0.024 0.100 -0.072
N 2.077 -0.341 -0.673 0.027 0.163 -0.458
C 2.100 -0.830 -2.021 0.159 0.050 0.299
C 2.571 -2.129 -2.270 0.136 -0.154 0.072
C 3.211 -2.939 -1.174 0.009 -0.060 -0.068
C 2.492 -2.646 -3.558 0.025 -0.016 0.029
C 1.976 -1.891 -4.602 0.008 -0.004 0.024
C 1.569 -0.592 -4.357 -0.029 0.083 0.051
C 1.637 -0.041 -3.076 -0.134 0.070 -0.066
C 1.210 1.389 -2.873 0.032 -0.057 -0.057
H -3.679 -2.023 1.671 0.014 0.020 0.064
H -2.225 -1.985 2.688 -0.013 0.055 -0.024
H -2.120 -1.609 0.988 -0.047 0.052 -0.062
H -5.143 -0.333 1.923 0.029 0.017 0.013
H -5.744 2.009 2.462 0.011 -0.006 0.002
H -3.951 3.601 3.071 0.011 -0.040 -0.014
H -1.782 4.223 3.174 0.028 -0.045 0.005
H -0.460 3.181 2.632 0.076 -0.035 -0.054
H -1.025 3.067 4.289 0.004 -0.024 0.019
H 2.379 0.786 5.092 0.041 -0.018 -0.049
H 4.771 0.622 4.293 -0.019 -0.003 -0.020
H 5.199 0.226 1.835 -0.007 0.012 0.036
H 2.577 -3.001 -0.291 -0.095 0.001 0.057
H 4.146 -2.470 -0.862 -0.025 -0.033 -0.059
H 3.432 -3.951 -1.518 -0.048 0.037 -0.001
H 2.868 -3.647 -3.745 -0.031 0.040 0.017
H 1.924 -2.302 -5.604 0.009 0.019 0.034
H 1.205 0.024 -5.173 0.023 -0.022 0.054
H 1.459 1.981 -3.755 0.002 -0.017 0.015
H 1.698 1.834 -2.008 -0.003 -0.055 -0.046
H 0.130 1.461 -2.729 -0.030 -0.015 0.030
C -0.701 -4.916 -2.223 0.021 0.030 0.004
C -1.026 -3.609 -2.952 -0.032 0.124 0.272
C -0.923 -2.457 -2.049 0.206 -0.256 -0.413
N -0.759 -1.563 -1.352 -0.290 0.067 -0.063
H -0.850 -5.756 -2.898 0.015 0.001 -0.008
H -1.343 -5.052 -1.354 -0.008 -0.002 -0.018
H 0.335 -4.920 -1.885 -0.018 0.023 -0.005
H -2.029 -3.620 -3.374 -0.079 -0.011 0.018
H -0.328 -3.424 -3.767 0.072 0.032 -0.041
S 0.464 -2.548 1.482 -0.001 0.401 -0.297
N 0.697 2.762 0.222 -0.134 0.022 0.107
C -0.529 2.554 -0.333 0.041 -0.121 -0.048
C -1.211 3.621 -0.945 0.047 0.073 0.036
C -2.428 3.390 -1.527 -0.083 0.031 -0.059
C -2.979 2.107 -1.496 -0.018 0.080 0.019
C -2.260 1.125 -0.869 0.069 -0.082 0.306
N -1.057 1.322 -0.293 0.075 0.103 -0.378
H 1.194 3.597 -0.027 0.000 0.022 0.019
H 1.250 1.967 0.499 -0.027 -0.019 -0.010
H -0.757 4.605 -0.952 -0.031 -0.044 0.002
H -2.957 4.203 -2.008 0.004 -0.010 0.013
H -3.944 1.886 -1.930 0.045 0.015 0.023
H -2.658 0.122 -0.783 0.061 -0.032 -0.057


84
Properties=species:S:1:pos:R:3:forces:R:3 method="wB97M-V/def2-TZVPD" charge=+1 e_homo_ev=-10.67 gap_ev=6.56 de_lowest_kj_mol=62.6
Ta 0.549 -0.877 1.140 1.594 3.418 1.286
O -0.014 -3.512 4.031 -0.118 -0.229 0.223
C 0.129 -2.333 3.749 0.865 -0.095 1.019
O -0.629 -1.578 3.077 -0.182 0.907 -1.570
C 1.378 -1.564 4.176 -0.161 -0.265 0.364
C 1.990 -1.562 5.422 -0.208 -0.096 -0.375
C 2.916 -0.563 5.696 -0.039 0.055 -0.188
C 3.187 0.404 4.736 -0.103 -0.203 -0.296
C 2.565 0.289 3.499 0.098 0.498 -0.116
N 1.714 -0.691 3.238 -0.418 -0.120 -0.731
C 2.558 1.352 2.402 0.539 -0.331 0.718
O 3.311 2.293 2.431 -0.023 0.054 -0.033
O 1.614 1.136 1.550 -1.065 -1.483 -0.987
H 1.695 -2.293 6.158 -0.011 -0.052 0.052
H 3.379 -0.509 6.671 0.043 0.014 0.055
H 3.832 1.246 4.925 0.086 0.076 -0.031
C 1.835 4.198 -1.345 0.344 0.151 -0.015
O 0.582 3.582 -1.140 -0.576 0.099 -0.019
C -0.490 3.965 -1.873 -0.116 -0.063 0.122
C -0.505 4.987 -2.816 0.227 -0.060 0.073
C -1.678 5.326 -3.470 -0.034 -0.096 0.041
C -2.857 4.652 -3.201 -0.050 0.075 0.030
C -2.856 3.623 -2.276 0.178 -0.092 -0.056
C -1.685 3.262 -1.628 0.261 0.200 -0.242
N -1.725 2.232 -0.657 0.144 -0.261 0.602
C -0.794 1.276 -0.466 0.202 0.231 -1.403
N 0.038 1.027 -1.485 -0.776 0.247 -0.276
C 1.238 0.315 -1.626 0.352 -0.018 -0.101
C 1.845 -0.433 -0.619 -0.586 -0.179 0.344
C 3.079 -1.009 -0.912 0.161 -0.054 0.299
C 3.672 -0.882 -2.158 -0.136 0.016 0.160
C 3.017 -0.210 -3.177 -0.080 0.076 -0.030
C 1.797 0.393 -2.923 -0.084 -0.025 0.337
O 1.051 1.064 -3.853 0.023 -0.078 0.527
C 1.459 1.010 -5.206 0.072 0.038 -0.289
N -0.752 0.587 0.671 -0.517 -0.202 -0.140
C -1.783 0.804 1.633 -0.355 -0.245 0.422
C -1.576 1.528 2.796 -0.080 -0.003 -0.125
C -2.604 1.623 3.723 0.076 0.061 0.022
C -3.814 0.998 3.481 0.138 -0.007 0.040
C -4.027 0.262 2.325 -0.006 -0.137 -0.247
C -3.004 0.148 1.396 0.197 0.024 -0.186
O -3.039 -0.540 0.223 -0.094 0.186 0.404
C -4.272 -1.111 -0.170 -0.271 -0.047 -0.145
H 2.499 3.728 -0.623 0.030 0.065 -0.065
H 1.790 5.272 -1.155 -0.021 0.004 0.006
H 2.200 4.019 -2.360 -0.019 0.000 0.006
H 0.398 5.532 -3.033 0.144 0.071 0.007
H -1.666 6.132 -4.187 0.001 0.072 -0.086
H -3.769 4.925 -3.707 -0.094 0.022 -0.029
H -3.762 3.082 -2.051 -0.112 -0.086 0.001
H -2.416 2.329 0.077 0.114 -0.087 -0.024
H -0.166 1.544 -2.336 -0.122 -0.013 0.215
H 3.590 -1.582 -0.150 0.047 -0.071 0.044
H 4.635 -1.329 -2.349 0.099 -0.066 -0.012
H 3.464 -0.161 -4.156 0.038 0.063 -0.118
H 0.626 1.403 -5.786 0.060 0.019 0.019
H 1.658 -0.018 -5.520 -0.024 0.034 0.045
H 2.346 1.626 -5.379 -0.029 -0.061 0.037
H -0.622 2.012 2.958 0.049 -0.010 -0.023
H -2.453 2.180 4.633 0.002 0.074 0.096
H -4.607 1.066 4.209 -0.098 0.026 0.074
H -4.973 -0.232 2.172 -0.078 -0.044 -0.048
H -4.089 -1.558 -1.145 -0.063 0.019 0.075
H -5.048 -0.342 -0.260 0.055 -0.099 0.029
H -4.604 -1.884 0.528 0.042 0.048 0.015
C 1.822 -4.272 -1.196 -0.052 0.248 -0.024
C 0.411 -4.339 -0.642 -0.126 0.221 0.289
O -0.209 -5.590 -0.822 -0.085 -0.362 0.077
P -0.707 -3.091 -1.401 -0.270 0.104 -0.240
O -0.501 -3.049 -2.962 0.186 0.146 0.259
O -2.196 -3.546 -1.233 0.027 -0.098 -0.531
O -0.420 -1.732 -0.856 0.743 0.470 1.081
P 0.192 -3.790 1.102 -0.862 -2.494 -0.525
O 0.530 -5.069 1.955 0.304 0.316 -0.706
O -1.194 -3.281 1.208 -0.198 0.064 0.110
O 1.237 -2.672 1.331 1.002 -0.152 -0.088
H 1.868 -4.798 -2.148 -0.053 0.015 -0.011
H 2.533 -4.725 -0.506 0.041 -0.036 0.025
H 2.097 -3.229 -1.353 0.209 -0.055 -0.025
H 0.166 -6.221 -0.189 -0.069 0.027 -0.098
H -0.903 -3.789 -3.421 -0.181 -0.323 -0.308
H -2.397 -3.581 -0.284 -0.057 -0.097 0.424
H 0.315 -4.888 2.889 -0.096 0.045 0.486


72
Properties=species:S:1:pos:R:3:forces:R:3 method="wB97M-V/def2-TZVPD" charge=+1 e_homo_ev=-10.85 gap_ev=7.31 de_lowest_kj_mol=89.1
C -0.095 -5.488 -0.061 -0.109 -0.135 -0.421
N -0.602 -4.402 0.730 0.143 0.244 0.598
C -0.199 -4.207 2.023 0.665 -0.699 0.550
O 0.570 -4.920 2.661 -1.001 0.927 -0.898
C -0.884 -2.945 2.538 -0.593 -0.167 0.152
C 0.085 -1.864 3.016 0.488 0.221 -0.112
C 0.857 -2.292 4.245 0.028 0.096 0.301
C 2.255 -2.307 4.251 -0.150 -0.365 0.100
C 2.947 -2.844 5.342 -0.261 0.121 0.182
C 2.244 -3.308 6.463 -0.052 0.119 -0.321
C 0.847 -3.234 6.477 -0.090 0.174 -0.071
C 0.157 -2.706 5.383 0.516 -0.216 -0.020
N -1.684 -2.544 1.379 -0.561 1.240 0.021
C -2.443 -1.411 1.376 0.882 -1.421 -0.742
C -2.999 -0.885 0.237 0.476 0.502 1.695
C -3.966 0.177 0.459 -3.122 -2.148 0.393
C -4.556 0.687 -0.848 -0.719 -0.193 -0.575
C -4.415 0.027 -2.136 -0.301 0.291 1.003
C -5.283 0.317 -3.215 0.451 1.176 2.477
N -5.192 -0.573 -4.346 0.737 -2.011 -2.232
O -5.921 -0.391 -5.346 1.677 -0.288 2.511
O -4.350 -1.520 -4.225 -2.293 2.238 -0.820
C -6.198 1.387 -3.102 0.096 -0.609 -0.037
C -6.283 2.068 -1.876 0.569 0.165 -0.476
C -5.450 1.751 -0.786 -0.586 -0.233 -1.037
C -1.467 -3.376 0.166 -0.104 0.234 -0.056
C -0.724 -2.632 -0.976 0.159 0.017 0.131
C -2.796 -3.983 -0.344 0.150 -0.200 0.256
H 0.562 -6.091 0.565 -0.077 0.058 -0.042
H -0.932 -6.095 -0.422 0.258 -0.059 -0.005
H 0.465 -5.093 -0.916 -0.003 -0.253 0.109
H -1.558 -3.209 3.373 0.267 -0.103 -0.310
H 0.790 -1.650 2.202 -0.128 0.071 0.110
H -0.470 -0.932 3.220 0.063 -0.275 -0.086
H 2.796 -1.938 3.375 -0.113 -0.220 0.278
H 4.036 -2.909 5.318 -0.324 0.081 0.026
H 2.782 -3.717 7.324 -0.211 0.110 -0.379
H 0.282 -3.596 7.339 0.237 0.141 -0.212
H -0.933 -2.647 5.383 0.245 -0.105 0.154
H -2.578 -0.897 2.350 0.198 -0.556 -0.659
H -2.982 -1.430 -0.719 0.317 1.200 0.778
H -4.561 -0.098 1.385 -0.730 -1.026 -2.893
H -3.662 -0.742 -2.339 -0.563 0.313 0.327
H -6.819 1.642 -3.973 0.197 -0.120 0.604
H -6.970 2.910 -1.792 0.161 -0.267 -0.032
H -5.476 2.329 0.122 -0.307 0.081 0.078
H 0.240 -2.250 -0.610 -0.221 -0.201 -0.090
H -0.546 -3.343 -1.797 -0.010 0.278 0.267
H -1.270 -1.776 -1.393 0.153 -0.422 0.149
H -3.218 -4.640 0.428 0.128 0.139 -0.192
H -3.550 -3.223 -0.578 0.261 -0.243 0.009
H -2.610 -4.572 -1.251 -0.068 0.153 0.220
C 0.347 4.337 4.517 -0.253 -0.214 -0.222
C -1.001 3.923 4.427 0.688 0.483 0.441
C -1.335 3.124 3.350 -0.838 -0.487 0.198
C -0.425 2.699 2.398 -0.202 -0.019 -0.082
C 0.889 3.117 2.470 0.634 0.019 -0.095
C 1.284 3.938 3.543 -0.700 -0.205 -0.063
S -1.222 1.595 1.238 0.710 -0.058 -0.547
C -2.738 1.789 2.013 -0.822 2.135 0.806
N -4.005 1.520 1.738 3.381 1.596 -0.095
C -4.796 1.957 2.980 -0.354 -0.841 -0.300
C -3.827 2.774 3.840 0.264 0.337 0.438
N -2.598 2.584 3.088 0.653 0.486 1.329
H 0.671 4.972 5.354 -0.211 -0.365 -0.466
H -1.754 4.206 5.184 0.573 -0.136 -0.525
H 1.594 2.802 1.691 -0.137 0.194 0.457
H 2.320 4.258 3.621 -0.245 -0.046 -0.049
H -5.665 2.554 2.715 -0.019 -0.265 -0.315
H -5.107 1.097 3.585 -0.185 -0.057 -0.534
H -4.112 3.849 3.931 0.301 -0.692 -0.267
H -3.725 2.368 4.879 -0.062 0.280 -0.871


| no. | largest force on an atom (eV/A) |
| --- | --- |
| 1 | 0.821 |
| 2 | 3.985 |
| 3 | 3.810 |